The following is a DFT calculation (ωB97M-V with the def2-TZVPD basis set) of C18H17BrClN3O5S in the gas phase.

```
46
Properties=species:S:1:pos:R:3
C 3.376 2.326 -0.062
H 2.732 -4.091 -1.080
C -2.869 -1.978 -0.594
H -0.704 2.574 2.270
H -0.973 -4.028 1.315
H 3.381 3.127 -2.057
C 0.484 2.233 -0.884
S 3.901 -1.507 2.804
C -0.689 2.316 1.222
H -5.980 -1.133 -0.179
C -2.518 -2.821 0.456
O 1.552 2.406 -1.708
C -1.914 -1.684 -1.565
O 3.940 2.884 0.857
C 2.577 -1.973 -0.835
Cl -0.607 1.248 -3.135
H -3.224 -3.069 1.231
H 2.407 -2.663 1.042
N 3.249 0.984 -0.137
C -0.297 -3.057 -0.455
C -0.635 -2.197 -1.490
Br -3.323 1.343 1.667
H 1.285 3.043 0.942
C -0.654 1.651 -1.463
O -4.085 -1.392 -0.760
H 2.995 0.458 -0.984
O 2.906 -1.150 -1.665
H 4.317 0.831 1.543
C -1.792 1.406 -0.719
H 0.074 -1.911 -2.252
N 3.826 0.233 0.878
C 2.692 3.065 -1.210
H -4.846 -1.356 1.172
H 1.634 -3.316 -2.242
C -1.246 -3.360 0.514
C 1.958 -3.323 -1.196
C 3.443 -0.973 1.316
H -5.338 -2.758 0.174
C -5.108 -1.688 0.163
H -2.663 0.968 -1.178
C 0.440 2.575 0.463
N 2.724 -1.853 0.512
H 2.458 4.083 -0.873
C -1.788 1.728 0.628
H -2.190 -1.049 -2.391
O 0.932 -3.677 -0.307
```

Values from the calculation:
Total charge: 0
Energy: -4668.97433 Eh
HOMO: -8.41 eV

Partial atomic charges computed with the Löwdin method, in multiples of e: -0.476, 0.150, -0.289, 0.107, 0.122, 0.147, -0.288, 0.654, -0.108, 0.096, -0.006, -0.073, -0.022, 0.073, -0.403, 0.760, 0.108, 0.120, 0.108, -0.252, -0.005, 0.779, 0.114, -0.571, -0.106, 0.120, 0.081, 0.134, -0.146, 0.106, 0.053, -0.081, 0.065, 0.136, 0.006, -0.102, -0.832, 0.097, -0.099, 0.097, 0.002, 0.108, 0.146, -0.670, 0.097, -0.056

---

The following is a DFT calculation (ωB97M-V with the def2-TZVPD basis set) of C4H5N3OS in the gas phase in a non-equilibrium geometry.

```
14
Properties=species:S:1:pos:R:3
C -0.334 1.240 -0.047
C 0.542 0.088 -0.093
H -3.089 -0.689 0.139
O -0.029 2.414 -0.055
H 2.241 1.478 -0.059
C -1.086 -1.457 0.030
H 3.408 -1.401 -0.331
H -1.326 -2.507 0.064
H -2.360 1.557 0.071
N 2.217 0.502 -0.345
C -2.033 -0.483 0.070
N -1.660 0.824 0.032
S 3.275 -0.423 0.584
N 0.233 -1.143 -0.059
```

Values from the calculation:
Total charge: 0
Energy: -793.07459 Eh
Energy relative to the best compared isomer or geometry (same formula, charge and spin): 227.4 kJ/mol
HOMO: -8.51 eV

Partial atomic charges computed with the Löwdin method, in multiples of e: -0.437, -0.171, 0.120, 0.066, 0.018, -0.133, -0.150, 0.102, 0.166, -0.409, -0.079, 0.131, 0.662, 0.114

---

The following is a DFT calculation (ωB97M-V with the def2-TZVPD basis set) of C5H10O2 in the gas phase.

```
17
Properties=species:S:1:pos:R:3
C -0.078 0.457 -0.721
H -0.131 0.926 -1.713
H 2.772 -0.341 0.415
C -0.980 1.143 0.321
H -1.558 0.469 0.964
C 1.838 -0.082 0.925
H 1.755 1.695 -0.337
H 2.059 0.283 1.933
H -1.642 1.924 -0.072
O -0.062 -0.939 -0.819
H -1.062 -2.661 -0.601
C -1.278 -1.636 -0.914
C 1.079 0.985 0.162
O 0.147 1.695 1.004
H -1.681 -1.656 -1.935
H -2.046 -1.232 -0.240
H 1.233 -0.992 1.005
```

Values from the calculation:
Total charge: 0
Energy: -346.92645 Eh
Energy relative to the best compared isomer or geometry (same formula, charge and spin): 259.9 kJ/mol
HOMO: -9.60 eV

Partial atomic charges computed with the Löwdin method, in multiples of e: -0.260, 0.152, 0.084, -0.125, 0.117, -0.025, 0.144, 0.087, 0.121, -0.164, 0.093, -0.089, -0.303, -0.082, 0.089, 0.081, 0.081

---

The following is a DFT calculation (ωB97M-V with the def2-TZVPD basis set) of C4H5NOS in the gas phase in a non-equilibrium geometry.

```
12
Properties=species:S:1:pos:R:3
C 1.103 -0.082 0.797
H 2.178 0.992 -0.980
H 1.769 -0.892 0.938
O -1.315 -1.809 0.971
C 1.358 0.996 -0.238
H 0.563 0.167 1.737
C -1.704 -1.087 0.081
H -2.792 -1.080 -0.272
N 0.361 -0.079 -0.445
H 1.020 1.998 -0.049
C -0.938 -0.100 -0.751
S -1.604 0.975 -1.789
```

Values from the calculation:
Total charge: 0
Energy: -683.52197 Eh
Energy relative to the best compared isomer or geometry (same formula, charge and spin): 225.7 kJ/mol
HOMO: -9.04 eV

Partial atomic charges computed with the Löwdin method, in multiples of e: -0.086, 0.117, 0.095, 0.072, -0.063, 0.130, -0.261, 0.118, -0.110, 0.097, -0.812, 0.703

---

The following is a DFT calculation (ωB97M-V with the def2-TZVPD basis set) of CH3NO2S in the gas phase in a non-equilibrium geometry.

```
8
Properties=species:S:1:pos:R:3
H 1.817 -0.126 -0.918
H 0.991 -1.573 -0.866
O -2.033 1.577 0.597
C 0.954 -0.589 -0.438
N -1.201 0.772 0.427
H 0.627 -0.393 0.726
O -0.614 0.045 1.567
S -0.542 0.286 -1.096
```

Values from the calculation:
Total charge: 0
Energy: -643.14434 Eh
Energy relative to the best compared isomer or geometry (same formula, charge and spin): 445.9 kJ/mol
HOMO: -10.42 eV

Partial atomic charges computed with the Löwdin method, in multiples of e: 0.021, 0.014, 0.072, -0.336, -0.608, 0.055, -0.178, 0.961

---

The following is a DFT calculation (ωB97M-V with the def2-TZVPD basis set) of 10 unconnected molecules or ions with the total composition C5H31NO11 in a non-equilibrium geometry.

```
48
Properties=species:S:1:pos:R:3
H -2.665 -0.518 -1.759
H -2.427 0.143 0.429
H 0.447 -3.654 -0.422
H -0.682 2.509 -2.375
H -4.318 1.109 2.068
C 0.629 -1.535 0.425
C 0.806 -2.628 -0.608
H 0.451 2.154 -3.339
H -1.661 -2.827 -0.902
H -0.168 0.772 1.288
H -1.751 -2.369 0.520
H 3.716 -0.932 0.101
O 3.355 0.814 3.032
O -2.391 -1.641 2.245
C -1.947 0.282 -1.710
H -2.924 -2.224 2.802
H 0.435 -0.419 -1.232
H 3.055 0.331 -0.198
H 2.661 -2.897 -0.003
O 1.873 0.228 -2.896
H 0.197 1.710 -0.078
H 3.953 1.508 2.770
N 0.649 -0.218 -0.264
H 2.847 0.711 2.213
O -0.795 1.282 3.834
H 0.516 -2.314 -1.612
O 2.216 -2.916 -0.854
H 2.523 -0.308 -3.353
H -0.083 1.464 3.213
H -2.990 -0.883 2.467
O -2.644 1.426 -2.310
O 3.778 -0.006 0.359
H 1.691 2.465 -2.093
H -3.050 1.306 3.020
O 2.498 2.243 -1.564
O -3.646 0.681 2.593
H 2.063 0.357 -1.965
H -2.277 1.681 -0.135
C -0.340 0.794 0.212
H 3.185 2.202 -2.232
H -3.012 1.189 -3.162
O 0.162 2.838 -2.719
C -1.789 0.719 -0.243
O -2.299 -2.513 -0.254
H -0.073 -1.782 1.234
H -0.349 1.061 4.652
H -0.993 0.132 -2.206
H 1.566 -1.528 1.013
```

Values from the calculation:
Total charge: 0
Energy: -1091.41826 Eh
Energy relative to the best compared isomer or geometry (same formula, charge and spin): 397.5 kJ/mol
HOMO: -9.40 eV

Partial atomic charges computed with the Löwdin method, in multiples of e: 0.102, 0.080, 0.125, 0.036, 0.065, -0.186, -0.223, 0.049, 0.021, 0.092, -0.021, 0.023, -0.070, -0.087, -0.193, 0.057, 0.039, 0.002, 0.065, -0.062, 0.110, 0.025, -0.052, 0.000, -0.040, 0.113, -0.093, 0.060, 0.022, 0.008, -0.101, -0.053, -0.007, 0.047, -0.091, -0.033, -0.012, 0.111, -0.175, 0.048, 0.082, -0.037, -0.146, -0.054, 0.108, 0.046, 0.096, 0.105

---

The following is a DFT calculation (ωB97M-V with the def2-TZVPD basis set) of a gas-phase ion, C7H6N3S (charge +1) in a non-equilibrium geometry.

```
17
Properties=species:S:1:pos:R:3
H 3.172 1.608 -0.257
H -3.814 -0.385 1.762
N -1.265 1.261 -0.276
H 0.905 2.579 -0.113
C 1.060 1.517 -0.234
N -0.823 -1.663 -0.434
C -2.859 -0.341 1.244
H 1.570 -2.350 -0.639
S -2.806 0.695 -0.235
C 2.296 0.982 -0.330
C 0.065 -0.805 -0.390
H 3.483 -0.808 -0.639
C -0.118 0.705 -0.287
C 2.480 -0.427 -0.517
N -2.806 -0.961 -0.013
H -1.990 -0.325 1.893
C 1.450 -1.283 -0.535
```

Values from the calculation:
Total charge: +1
Energy: -832.32222 Eh
Energy relative to the best compared isomer or geometry (same formula, charge and spin): 282.5 kJ/mol
HOMO (alpha / beta): -13.46 / -13.42 eV

Partial atomic charges computed with the Löwdin method, in multiples of e: 0.129, 0.106, -0.169, 0.131, -0.003, 0.327, -0.290, 0.127, 1.161, -0.004, -0.265, 0.128, -0.249, -0.031, -0.208, 0.107, 0.002

---

The following is a DFT calculation (ωB97M-V with the def2-TZVPD basis set) of C6H8N2O2 in the gas phase in a non-equilibrium geometry.

```
18
Properties=species:S:1:pos:R:3
N -3.466 1.700 -1.846
H -4.415 1.935 -1.887
C 0.710 -0.596 0.457
O -0.528 1.113 -1.766
C -1.557 0.531 -1.273
H 0.452 -2.259 1.623
H -2.916 2.497 -1.558
C 1.294 0.320 -0.277
C -2.855 0.541 -1.998
O -3.376 -0.507 -2.309
C 2.780 0.629 -0.297
C -0.103 -1.442 1.367
H 2.873 1.447 -0.907
H 3.400 -0.304 -0.649
H -1.026 -1.922 0.803
N 0.753 1.133 -1.293
H 3.117 0.810 0.772
H -0.592 -0.922 2.254
```

Values from the calculation:
Total charge: 0
Energy: -493.09875 Eh
Energy relative to the best compared isomer or geometry (same formula, charge and spin): 914.0 kJ/mol
HOMO (alpha / beta): -8.00 / -8.01 eV

Partial atomic charges computed with the Löwdin method, in multiples of e: 0.179, 0.099, 0.146, -0.071, 0.056, 0.034, 0.110, -0.396, -0.607, 0.050, -0.031, -0.085, 0.034, 0.124, 0.137, 0.022, 0.099, 0.098